Below is the ion C5H14N2 with charge +1 in a non-equilibrium geometry, with properties calculated with wB97M-V/def2-TZVPD.

The geometry in ORCA input format:
```
! wB97M-V def2-TZVPD RIJCOSX def2/J DEFGRID3
* xyz 1 2
N 1.6679 1.0172 -1.5940
C 0.4619 0.4109 -2.2098
C -0.6902 0.4376 -1.2089
N -0.2839 -0.4332 -0.2122
C 0.0805 0.6214 2.1027
C -0.6407 -0.4906 1.2284
C -0.6822 -1.8790 1.8334
H 1.9915 1.8691 -2.1591
H 1.3198 1.3685 -0.7334
H 0.2351 1.2076 -2.9841
H 0.6738 -0.4026 -2.8380
H -1.6731 0.1277 -1.6564
H -1.0512 1.5800 -0.9734
H 0.6666 -0.7470 -0.3192
H -0.4108 0.8381 2.9871
H 1.2024 0.5436 1.9912
H -0.1640 1.5065 1.5766
H -1.7140 -0.0992 1.2258
H -0.6272 -2.6390 1.0579
H 0.1756 -1.8376 2.3885
H -1.4883 -2.0056 2.6050
*
```

Values from the calculation:
LUMO (alpha / beta) (eV): -2.775 / -7.774
Highest occupied orbital energy (alpha / beta) (eV): -13.875 / -13.770
E (eV): -8381.8815
Expectation value of S²: 0.755
Energy above the lowest of the compared OMol25 structures with the same formula, charge and spin (kJ/mol): 243.98



Below is a cluster of 12 separate species, C53H133F2N8O25S2 in total in a non-equilibrium geometry, with properties calculated with wB97M-V/def2-TZVPD.

The geometry in ORCA input format:
```
! wB97M-V def2-TZVPD RIJCOSX def2/J DEFGRID3
* xyz -1 1
N -2.7453 0.8576 -0.3958
S -2.1690 2.0756 0.4257
O -1.4761 3.0666 -0.3510
O -1.7390 1.7675 1.7703
F -3.5401 2.8242 0.7711
S -1.4920 -0.1716 -0.0932
O -1.7737 -1.0526 1.0059
O -0.1286 0.2362 -0.2983
F -1.6878 -1.1572 -1.3148
C 5.6012 0.8976 7.1362
O 4.4262 1.0886 6.4033
C 3.6571 -0.0934 6.3367
C 2.4750 -0.0191 5.3912
N 2.9233 0.5739 4.1208
C 1.9073 1.2534 3.3505
C 2.3117 1.5102 1.8868
O 3.1890 2.6129 1.6950
C 4.4940 2.4134 2.1932
H 5.4140 0.7098 8.2010
H 6.1412 1.8459 7.1772
H 6.2673 0.1352 6.7265
H 3.3795 -0.4567 7.3339
H 4.3106 -0.9170 6.0049
H 1.7703 0.7074 5.8291
H 2.0267 -0.9918 5.1887
H 3.7120 1.1381 4.4032
H 1.6738 2.2209 3.8090
H 1.0678 0.5805 3.1636
H 1.3621 1.8634 1.4669
H 2.5781 0.6499 1.2678
H 4.5754 2.5444 3.2745
H 5.1855 3.1437 1.7697
H 4.8724 1.4296 1.9025
C 1.4773 -1.4673 -5.2605
O 0.5192 -2.3593 -4.6962
C -0.7570 -1.7963 -4.3908
C -1.6681 -2.9312 -3.9116
N -2.2186 -3.7914 -4.9829
C -1.1415 -4.5339 -5.6589
C -1.6582 -5.6187 -6.6245
O -2.3100 -6.6553 -5.9146
C -2.8218 -7.6310 -6.7972
H 2.1154 -2.1055 -5.8693
H 2.0270 -0.9260 -4.4927
H 0.9442 -0.7870 -5.9330
H -1.0652 -1.2457 -5.2898
H -0.5950 -1.0338 -3.6175
H -2.5259 -2.4340 -3.4538
H -1.1277 -3.5489 -3.1977
H -2.5345 -3.1483 -5.7056
H -0.4215 -4.9158 -4.9355
H -0.5547 -3.8725 -6.3086
H -0.7789 -5.9929 -7.1564
H -2.3772 -5.1144 -7.2787
H -2.0337 -8.1030 -7.3919
H -3.5983 -7.2037 -7.4399
H -3.2875 -8.3829 -6.1597
C -1.5090 6.4037 -0.1901
O -0.5534 6.8618 0.7636
C 0.2458 5.8329 1.3820
C 1.1545 5.1560 0.3465
N 2.1381 6.0751 -0.2011
C 3.1802 5.3708 -0.9441
C 4.2263 6.2839 -1.5787
O 3.5589 7.2433 -2.3819
C 4.4289 8.1667 -3.0226
H -2.0377 7.3084 -0.4898
H -2.2412 5.8061 0.3617
H -0.9888 5.8935 -0.9986
H -0.3665 5.0394 1.8242
H 0.8271 6.3073 2.1673
H 0.6124 4.6068 -0.4342
H 1.5628 4.2909 0.8847
H 1.6726 6.7627 -0.7811
H 2.8373 4.6285 -1.6750
H 3.6900 4.8340 -0.1365
H 4.7582 5.6256 -2.2766
H 4.9152 6.7270 -0.8568
H 4.6942 7.7981 -4.0131
H 5.2645 8.4931 -2.4048
H 3.8226 9.0580 -3.1941
C -7.2541 -4.1608 -3.0835
O -5.9719 -3.9033 -2.5585
C -5.8716 -4.0085 -1.1650
C -4.4261 -3.8411 -0.6845
N -3.6391 -5.0460 -0.8144
C -2.2529 -4.7808 -0.4745
C -1.3191 -5.9514 -0.7969
O -1.1071 -6.0994 -2.1993
C -0.3573 -7.2331 -2.5345
H -7.8742 -3.2605 -2.9822
H -7.7429 -4.9783 -2.5446
H -7.0873 -4.3626 -4.1396
H -6.1716 -5.0246 -0.8550
H -6.5671 -3.3515 -0.6296
H -4.4750 -3.4301 0.3353
H -4.0646 -2.9945 -1.2772
H -4.0116 -5.7089 -0.1420
H -2.1236 -4.5030 0.5809
H -1.8571 -3.9321 -1.0366
H -1.7060 -6.8789 -0.3628
H -0.3243 -5.7149 -0.4013
H -0.7204 -8.1771 -2.1189
H 0.6943 -7.0799 -2.2566
H -0.3461 -7.3317 -3.6208
C 7.5790 -1.7711 1.0624
O 6.4520 -2.5359 1.3892
C 5.7596 -2.0663 2.5141
C 4.6492 -3.0277 2.8882
N 3.7278 -3.3555 1.7990
C 2.9412 -2.2214 1.3457
C 1.8296 -2.6506 0.4001
O 2.4315 -3.5240 -0.5483
C 1.6982 -3.7863 -1.7231
H 8.2454 -1.7600 1.9420
H 7.3349 -0.7313 0.8336
H 8.1740 -2.2725 0.3022
H 5.3856 -1.0455 2.3654
H 6.4484 -2.0394 3.3739
H 4.0323 -2.6518 3.7073
H 5.0869 -3.9677 3.2336
H 4.2546 -3.7340 1.0213
H 3.5845 -1.4066 0.9975
H 2.3691 -1.8400 2.2018
H 1.2742 -1.7776 0.0329
H 0.9911 -3.1495 0.9052
H 0.6680 -4.1497 -1.6801
H 2.2550 -4.5423 -2.2859
H 1.7489 -2.9320 -2.4081
C -1.5477 -1.0684 10.2304
O -2.0289 -0.8282 8.9399
C -1.5410 0.3709 8.3809
C -2.5596 0.8899 7.3841
N -2.5691 0.1281 6.1073
C -1.4952 0.4903 5.1933
C -1.3811 -0.6263 4.1525
O -1.2675 -1.8545 4.8244
C -1.2305 -2.9630 3.9543
H -0.4543 -1.0270 10.3203
H -1.8325 -2.0632 10.5710
H -1.9264 -0.3417 10.9598
H -0.5751 0.2207 7.8812
H -1.3573 1.1457 9.1370
H -2.3011 1.9339 7.1789
H -3.5715 0.9214 7.7879
H -2.4809 -0.8251 6.4430
H -0.5223 0.4794 5.7099
H -1.6523 1.4738 4.7555
H -0.5261 -0.4503 3.4934
H -2.2650 -0.5791 3.5039
H -2.0861 -2.8637 3.2687
H -1.5475 -3.8294 4.5379
H -0.3085 -3.1006 3.3879
C 5.2991 0.4918 -0.9977
C 4.4710 -0.2065 -2.0875
C 2.9626 -0.0050 -1.7723
C 2.4305 1.3952 -2.1015
C 2.8492 1.7529 -3.5158
C 4.3244 1.6265 -3.9110
N 4.8206 0.3430 -3.4001
O 6.1821 0.1452 -3.7180
C 4.3554 1.5933 -5.4357
C 5.1544 2.8394 -3.4171
C 4.7508 -1.7293 -2.1376
H 6.3537 0.2265 -1.0586
H 4.9317 0.2248 -0.0033
H 5.1795 1.5709 -1.1013
H 2.3560 -0.7756 -2.2511
H 2.8359 -0.1639 -0.7008
H 2.8154 2.1591 -1.4176
H 1.3473 1.4735 -2.0061
H 2.5968 2.8189 -3.6039
H 2.2246 1.2804 -4.2752
H 5.3307 1.3905 -5.8796
H 3.6859 0.8348 -5.8537
H 3.9543 2.5273 -5.8373
H 4.6968 3.2887 -2.5313
H 6.1760 2.5879 -3.1384
H 5.1314 3.6182 -4.1807
H 5.7504 -1.9391 -2.5295
H 4.0451 -2.1026 -2.8810
H 4.7661 -2.2365 -1.1748
H 6.1637 -0.6080 -4.3170
C -5.3447 0.8525 -2.8575
C -5.9515 1.2869 -1.4906
O -5.4815 0.4033 -0.4665
O -4.0053 1.3083 -2.9264
H -6.0125 1.1230 -3.6753
H -5.3497 -0.2437 -2.8701
H -7.0395 1.3324 -1.4344
H -5.5657 2.2714 -1.1954
H -4.5158 0.5794 -0.4336
H -3.5719 1.0645 -2.0968
C -5.0850 0.1386 2.7453
C -5.3217 -0.1753 4.2141
O -5.0321 0.9668 4.9955
O -5.5589 -0.9747 1.9832
H -4.0195 0.2551 2.5263
H -5.6436 1.0354 2.4658
H -4.6517 -1.0008 4.4749
H -6.3486 -0.5063 4.3689
H -4.1645 0.7939 5.4161
H -5.5675 -0.6762 1.0613
C -6.3341 4.2661 1.6062
C -7.5459 4.6321 0.7879
O -7.7064 6.0250 0.5330
O -6.6499 4.4247 2.9941
H -5.5046 4.9158 1.3059
H -5.9846 3.2462 1.4509
H -8.4425 4.3002 1.3185
H -7.4606 4.1848 -0.2051
H -7.5417 6.5397 1.3291
H -6.2978 5.2516 3.3286
C -1.5902 3.7495 -4.4037
C -1.2078 2.3032 -4.1386
O -2.0366 1.4431 -4.9465
O -1.1666 4.2036 -5.6748
H -1.2117 4.3967 -3.6097
H -2.6746 3.8298 -4.2759
H -1.3672 2.0495 -3.0878
H -0.1881 2.0580 -4.4406
H -2.7747 1.1897 -4.3696
H -1.4127 3.5302 -6.3182
*
```

Values from the calculation:
LUMO (eV): 1.942
Highest occupied orbital energy (eV): -6.414
E (eV): -147322.3007



Below is a structure of composition C35H40AlGeIN2PS3Se, with properties calculated with wB97M-V/def2-TZVPD.

The geometry in ORCA input format:
```
! wB97M-V def2-TZVPD RIJCOSX def2/J DEFGRID3
* xyz 1 1
Al 0.0253 -0.2593 0.1021
S -0.5360 -1.8991 1.5752
C -0.5527 -3.2062 0.3698
C -0.6088 -4.5155 0.8404
C -0.7072 -5.5820 -0.0359
C -0.7424 -5.3471 -1.4024
C -0.6670 -4.0510 -1.8803
C -0.5746 -2.9690 -1.0071
S -0.4818 -1.3547 -1.7483
H -0.5748 -4.6839 1.9093
H -0.7589 -6.5909 0.3509
H -0.8225 -6.1734 -2.0960
H -0.6822 -3.8540 -2.9449
I 0.3369 2.4164 -1.2273
C -0.6249 4.0743 -0.2778
C -0.0838 5.2531 -0.7102
C -0.6171 6.4855 -0.3071
C -1.6985 6.5008 0.5175
C -2.2578 5.2978 1.0063
C -3.3589 5.3809 1.8823
C -3.9258 4.2605 2.4092
C -3.3915 3.0124 2.0783
C -2.3134 2.8679 1.2315
P -1.8317 1.0771 1.1122
C -1.5884 0.7677 2.8954
C -0.4839 1.4635 3.3956
C -0.1524 1.3928 4.7373
C -0.9053 0.5957 5.5900
C -1.9671 -0.1403 5.0881
C -2.3110 -0.0587 3.7458
C -3.3576 0.4000 0.3845
C -3.3841 0.4878 -1.0095
C -4.5010 0.0881 -1.7214
C -5.6069 -0.4085 -1.0475
C -5.5875 -0.4996 0.3350
C -4.4708 -0.0984 1.0527
C -1.7140 4.0194 0.6362
H 0.7585 5.2369 -1.3891
H -0.1735 7.4013 -0.6723
H -2.1511 7.4366 0.8190
H -3.7448 6.3607 2.1345
H -4.7637 4.3245 3.0895
H -3.8434 2.1331 2.5163
H 0.1076 2.0829 2.7248
H 0.6868 1.9611 5.1182
H -0.6647 0.5569 6.6444
H -2.5334 -0.7848 5.7475
H -3.1265 -0.6585 3.3685
H -2.5252 0.8747 -1.5424
H -4.4981 0.1568 -2.8010
H -6.4835 -0.7185 -1.6004
H -6.4511 -0.8853 0.8606
H -4.4900 -0.1813 2.1303
C 4.4636 -2.6091 -2.1632
Ge 4.2471 -2.0650 -4.0438
C 5.8935 -2.4208 -5.0645
C 2.7223 -2.9793 -4.8888
C 4.0285 -0.0869 -4.0575
Se 2.4659 0.6100 -3.1119
C 1.1309 0.3625 -4.5048
H 4.4412 -3.6940 -2.0633
H 3.6657 -2.1869 -1.5501
H 5.4214 -2.2494 -1.7847
H 6.1188 -3.4876 -5.0678
H 6.7428 -1.8974 -4.6249
H 5.7878 -2.0963 -6.0998
H 2.9808 -4.0278 -5.0374
H 2.5047 -2.5407 -5.8628
H 1.8303 -2.9264 -4.2640
H 3.9975 0.3270 -5.0651
H 4.8825 0.3547 -3.5423
H 1.1851 -0.6574 -4.8773
H 1.2938 1.0748 -5.3095
H 0.1565 0.5278 -4.0517
C 2.4587 -1.2664 4.3001
N 2.1364 -1.0582 2.8993
C 2.8124 -0.2674 2.0966
N 3.9268 0.3286 2.5251
S 2.3547 0.0444 0.4620
H 1.6708 -1.8665 4.7450
H 2.5083 -0.3111 4.8253
H 3.4063 -1.7976 4.4198
H 1.3423 -1.5612 2.4978
H 4.3433 0.0917 3.4104
H 4.4554 0.8848 1.8750
*
```

Values from the calculation:
LUMO (eV): -2.438
Highest occupied orbital energy (eV): -9.672
E (eV): -218277.8592
Energy above the lowest of the compared OMol25 structures with the same formula, charge and spin (kJ/mol): 114.69



Below is a cluster of 3 separate species, C3H8O in total, with properties calculated with wB97M-V/def2-TZVPD.

The geometry in ORCA input format:
```
! wB97M-V def2-TZVPD RIJCOSX def2/J DEFGRID3
* xyz 0 1
H -0.0799 -0.2000 1.7137
H 0.3235 -0.1637 2.3397
C -1.7905 0.1218 -0.2296
C -1.0810 -0.4005 -1.2247
H -2.4823 -0.4765 0.3591
H -1.7084 1.1732 0.0372
H -0.3781 0.1957 -1.8000
H -1.1658 -1.4512 -1.4929
C 2.0918 0.2960 0.0785
O 1.8611 0.8766 -0.9511
H 1.9095 -0.7888 0.2038
H 2.5002 0.8172 0.9663
*
```

Values from the calculation:
LUMO (eV): 0.862
SMILES string: [H][H].C=C.C=O
Highest occupied orbital energy (eV): -10.129
E (eV): -5285.4944
Energy above the lowest of the compared OMol25 structures with the same formula, charge and spin (kJ/mol): 256.27



Below is the molecule C4H4Cl2F2 in a non-equilibrium geometry, with properties calculated with wB97M-V/def2-TZVPD.

The geometry in ORCA input format:
```
! wB97M-V def2-TZVPD RIJCOSX def2/J DEFGRID3
* xyz 0 1
C -0.3874 -0.9478 1.7620
C -0.0224 -0.6027 0.5099
C -1.0564 -0.3483 -0.5602
F -2.1142 -1.1578 -0.6719
Cl -1.5694 1.3119 -0.0118
C 1.4057 -0.6487 0.2249
F 1.6255 -1.3042 -0.9388
Cl 1.8107 1.1101 -0.0457
H 0.4465 -1.1234 2.4253
H -1.5206 -1.0630 2.0618
H -0.4415 -0.4219 -1.5998
H 2.1757 -1.1230 0.9668
*
```

Values from the calculation:
LUMO (eV): 0.506
SMILES string: C=C([C@@H](F)Cl)[C@@H](F)Cl
Highest occupied orbital energy (eV): -10.088
E (eV): -34690.9020
Energy above the lowest of the compared OMol25 structures with the same formula, charge and spin (kJ/mol): 128.51



no.,molar mass (u)
1,102.18
2,1384.81
3,921.35
4,60.10
5,160.98